# 1
The following is a DFT calculation (ωB97M-V with the def2-TZVPD basis set) of a molecular structure, C23H22IrN3S3.

The calculation puts the total energy at -2352.52959 a.u. The calculation puts the LUMO energy (spin up / spin down) at -5.98 / -5.86 eV. Its charge is +1. The calculation puts the HOMO energy (spin up / spin down) at -11.39 / -11.20 eV. For the frontier orbital gap (spin up / spin down), the calculation gives 5.4 / 5.3 eV. As for the spin multiplicity: 2.

Geometry as XYZ:
```
52
Properties=species:S:1:pos:R:3:forces:R:3
Ir 1.6718 2.4509 -0.2009 -0.2 0.0 -1.0
C -3.3477 -2.1431 -1.2665 0.0 0.0 0.0
C -2.4803 -2.7812 -0.2269 0.1 0.2 0.2
C -2.8366 -3.9891 0.3562 0.2 0.0 0.1
C -2.0435 -4.5823 1.3229 0.0 0.0 0.1
C -0.8617 -3.9773 1.7186 -0.1 0.0 0.0
C -0.4747 -2.7821 1.1431 0.0 0.0 -0.2
C -1.2864 -2.1778 0.1851 -0.2 -0.5 0.4
N -0.8936 -0.9799 -0.4472 0.1 0.4 -0.4
C -0.1994 0.0468 0.0940 -0.2 -0.3 0.2
N -0.1819 0.1338 1.4364 -0.1 0.0 0.0
C 0.5558 0.9851 2.2550 0.0 0.1 -0.1
C 1.4257 1.9639 1.7476 0.0 0.9 -1.0
C 2.1492 2.7362 2.6577 0.1 0.2 0.9
C 2.0221 2.5414 4.0199 0.3 0.2 -0.4
C 1.1374 1.5887 4.5034 -0.2 -0.1 -0.3
C 0.3966 0.8027 3.6418 0.1 -0.1 0.0
C -0.5667 -0.2183 4.1720 0.1 0.1 0.0
N 0.4000 0.9398 -0.6674 0.5 0.6 0.6
C 0.2133 0.8647 -2.0740 -0.3 -0.4 -1.0
C -1.0275 1.2226 -2.6005 0.3 0.0 0.3
C -1.2265 1.2174 -3.9666 0.1 0.0 -0.1
C -0.1804 0.8654 -4.8060 0.0 0.0 0.0
C 1.0489 0.4988 -4.2792 -0.1 0.0 0.1
C 1.2704 0.4768 -2.9080 -0.3 -0.1 0.3
C 2.5797 0.0497 -2.3144 0.1 0.1 0.0
H -4.2710 -2.7045 -1.3702 -0.1 0.0 -0.1
H -2.8520 -2.1362 -2.2382 0.0 0.1 -0.1
H -3.5949 -1.1159 -1.0006 0.0 0.1 0.0
H -3.7544 -4.4660 0.0503 -0.1 -0.1 -0.1
H -2.3410 -5.5201 1.7625 -0.1 -0.1 0.1
H -0.2313 -4.4379 2.4623 0.1 -0.1 0.1
H 0.4774 -2.3411 1.4042 0.1 0.0 0.0
H -1.0843 -0.9186 -1.4404 0.2 0.1 0.1
H -0.7425 -0.5543 1.9242 0.0 0.0 -0.1
H 2.8312 3.4974 2.3071 -0.1 0.1 0.0
H 2.6053 3.1316 4.7085 0.1 0.1 0.1
H 1.0240 1.4556 5.5684 -0.1 0.0 0.1
H -0.5745 -0.1864 5.2566 0.0 -0.1 0.1
H -0.2874 -1.2292 3.8739 -0.1 -0.1 0.0
H -1.5807 -0.0118 3.8298 -0.1 -0.1 0.0
H -1.8113 1.5235 -1.9198 -0.1 0.1 0.0
H -2.1865 1.4957 -4.3701 -0.1 0.1 -0.1
H -0.3208 0.8833 -5.8754 0.0 0.0 -0.1
H 1.8546 0.2279 -4.9460 0.1 0.0 0.0
H 3.3338 -0.0710 -3.0857 0.1 0.0 -0.1
H 2.4662 -0.9011 -1.7923 0.1 0.0 0.1
H 2.9453 0.7856 -1.5817 0.0 -0.3 -0.3
S 3.1391 5.9307 -2.4686 1.2 -2.4 0.0
C 2.9425 4.2872 -1.9919 -2.1 4.5 1.0
S 1.2308 3.8274 -2.1765 1.1 -1.7 1.5
S 3.5183 3.7943 -0.3861 -0.5 -1.2 -0.8
```
Forces are in eV/Å.

Atom charges from the Mulliken analysis, given in e for atoms 1 to 4: number 1, Ir, carries 0.416; number 2, C, carries -1.455; number 3, C, carries 0.619; number 4, C, carries -0.769

# 2
The following is a DFT calculation (ωB97M-V with the def2-TZVPD basis set) of a single C23H22N2O6 molecule.

The calculation puts the total energy at -1450.68747 a.u. The calculation puts the LUMO energy at -0.53 eV. The calculation puts the HOMO energy at -9.07 eV. The SMILES is CCOC(=O)c1cccc(NC(=O)c2ccc3c(c2)C(=O)N(C[C@@H]2CCCO2)C3=O)c1. For the frontier orbital gap, the calculation gives 8.5 eV.

Geometry as XYZ:
```
53
Properties=species:S:1:pos:R:3:forces:R:3
C 2.3329 4.0630 -0.2256 -0.3 -0.1 0.3
C 1.0692 4.1312 0.6184 -0.1 0.3 -0.5
O 1.0447 3.0750 1.5809 0.2 -0.1 0.3
C 0.2057 2.0579 1.3760 -0.2 -0.1 -0.2
O -0.5365 1.9618 0.4282 0.1 0.0 0.1
C 0.2684 1.0546 2.4712 0.0 -0.3 0.2
C 1.3755 0.9350 3.3044 -0.1 0.1 -0.1
C 1.3649 -0.0165 4.3088 0.0 0.0 0.0
C 0.2735 -0.8489 4.4766 -0.1 0.0 -0.1
C -0.8329 -0.7461 3.6327 0.4 0.4 -0.1
N -1.9197 -1.5957 3.8468 0.0 -0.2 0.6
C -2.8879 -2.0319 2.9860 0.0 -0.1 0.0
O -3.8720 -2.6009 3.4074 -0.2 0.0 -0.1
C -2.6424 -1.8406 1.5253 0.0 -0.3 -0.4
C -3.6868 -1.3850 0.7261 0.1 0.0 0.1
C -3.5329 -1.2338 -0.6473 0.2 0.0 -0.1
C -2.3123 -1.5673 -1.1953 0.1 -0.1 0.7
C -1.2719 -2.0532 -0.3985 -0.6 0.2 0.0
C -1.4144 -2.2017 0.9621 -0.1 0.0 -0.1
C -0.1087 -2.3292 -1.2770 0.1 -0.2 0.1
O 0.9736 -2.7748 -0.9815 -0.1 0.0 0.1
N -0.5159 -1.9822 -2.5513 0.2 0.0 -0.3
C 0.3132 -2.0329 -3.7320 0.2 0.3 -0.3
C 1.1523 -0.7459 -3.9052 0.1 -0.4 -0.2
C 2.3705 -0.6786 -2.9617 -0.1 0.1 0.0
C 2.2829 0.7242 -2.3582 -0.2 0.0 -0.1
C 0.7847 1.0117 -2.4522 0.2 0.2 0.4
O 0.3638 0.4051 -3.6567 -0.2 -0.1 -0.2
C -1.8401 -1.5473 -2.6030 -0.1 0.0 -0.2
O -2.4416 -1.2826 -3.6082 -0.1 0.1 0.1
C -0.8343 0.2263 2.6397 0.1 0.2 0.1
H 3.2130 4.0980 0.4118 0.1 0.0 0.0
H 2.3502 3.1419 -0.8023 0.0 -0.1 -0.1
H 2.3570 4.9069 -0.9089 0.0 0.1 -0.1
H 1.0371 5.0599 1.1945 0.0 -0.1 -0.1
H 0.1773 4.0536 -0.0115 0.1 0.1 0.2
H 2.2250 1.5831 3.1634 0.1 0.1 0.0
H 2.2145 -0.1142 4.9674 0.1 0.0 0.1
H 0.2731 -1.5891 5.2637 0.0 -0.1 0.1
H -2.0523 -1.9126 4.8007 -0.1 0.0 -0.2
H -4.6276 -1.1438 1.1982 -0.1 0.0 0.0
H -4.3371 -0.8705 -1.2671 -0.1 0.0 -0.1
H -0.6073 -2.5906 1.5638 0.1 0.0 0.1
H -0.3671 -2.1327 -4.5812 0.1 -0.1 0.1
H 0.9735 -2.9009 -3.6702 -0.1 0.0 0.0
H 1.4625 -0.7000 -4.9576 0.0 -0.1 0.1
H 2.2908 -1.4348 -2.1830 0.1 0.0 -0.1
H 3.3005 -0.8387 -3.5032 0.0 0.0 0.0
H 2.8389 1.4388 -2.9670 0.0 0.1 0.1
H 2.6499 0.7595 -1.3345 0.1 0.0 0.0
H 0.5396 2.0724 -2.5220 0.0 0.0 0.1
H 0.2502 0.5908 -1.5884 0.0 0.1 -0.1
H -1.6871 0.3725 1.9967 0.0 0.0 0.0
```
Forces are in eV/Å.

Atom charges from the Mulliken analysis, given in e for atoms 1 to 4: number 1, C, carries -0.889; number 2, C, carries -0.270; number 3, O, carries -0.349; number 4, C, carries 0.410

# 3
The following is a DFT calculation (ωB97M-V with the def2-TZVPD basis set) of a molecular structure, C23H22N3O2PtSTe.

The calculation puts the total energy at -1988.83817 a.u. The calculation puts the LUMO energy at -12.26 eV. Its charge is +3. The calculation puts the HOMO energy at -17.48 eV. For the frontier orbital gap, the calculation gives 5.2 eV.

Geometry as XYZ:
```
53
Properties=species:S:1:pos:R:3:forces:R:3
Pt -1.3495 -1.0387 -0.8195 -0.8 -0.3 0.3
C 3.6684 -1.4871 -1.2853 0.0 0.0 0.1
N 2.8641 -1.8200 -0.0941 0.0 0.1 -0.1
C 3.3873 -2.1284 1.1347 0.0 -0.1 0.0
C 2.3521 -2.3882 1.9565 0.1 0.0 0.0
N 1.1819 -2.2622 1.2203 -0.1 0.1 0.0
C 1.5272 -1.9012 -0.0458 0.1 -0.1 0.0
S 0.6436 -1.6339 -1.5241 0.1 0.0 -0.2
C -0.1106 -2.5282 1.7922 0.1 -0.1 -0.1
C -0.1957 -3.1760 3.0125 0.0 -0.1 0.0
C -1.4470 -3.4357 3.5458 0.0 0.0 0.0
C -2.5827 -3.0564 2.8452 0.0 0.0 -0.1
C -2.4087 -2.4305 1.6335 0.1 0.0 0.0
N -1.1917 -2.1582 1.1125 0.0 0.2 0.0
H 4.7021 -1.3803 -0.9711 0.0 0.0 0.0
H 3.3172 -0.5505 -1.7125 0.0 0.0 0.0
H 3.5972 -2.2868 -2.0194 0.0 0.0 0.0
H 4.4482 -2.1436 1.3188 0.0 0.0 0.0
H 2.3628 -2.6315 3.0010 0.0 0.0 0.0
H 0.6826 -3.5096 3.5401 0.0 0.0 0.0
H -1.5296 -3.9463 4.4963 0.0 0.0 0.0
H -3.5770 -3.2477 3.2226 0.0 0.0 0.0
H -3.2664 -2.1281 1.0427 0.0 0.0 0.0
Te -1.4859 1.4708 -0.5425 -0.7 0.5 0.5
C -0.9769 3.0112 -1.8608 0.4 -0.4 -0.3
C -1.5563 4.2120 -1.4816 -0.1 0.1 0.0
C -1.2643 5.3284 -2.2554 0.0 0.0 0.0
C -0.4354 5.2151 -3.3637 0.0 0.0 0.0
C 0.1246 3.9917 -3.7146 0.0 0.0 0.0
C -0.1526 2.8579 -2.9653 0.1 0.1 0.0
C -0.2009 1.6662 1.0757 0.4 -0.1 -0.3
C 1.1796 1.4741 0.9528 0.0 0.2 0.1
C 1.9832 1.6954 2.0574 0.0 0.0 0.0
C 1.4131 2.1024 3.2639 0.0 0.0 0.0
C 0.0417 2.2893 3.3738 0.0 0.0 0.0
C -0.7818 2.0691 2.2776 0.0 -0.2 0.0
H -2.2286 4.3011 -0.6347 0.0 0.0 0.0
H -1.7030 6.2818 -1.9942 0.0 0.0 0.0
H -0.2409 6.0865 -3.9741 0.1 0.0 0.0
H 0.7759 3.9181 -4.5746 0.0 0.0 0.0
H 0.2618 1.8986 -3.2460 0.0 0.0 0.0
H 1.6229 1.2026 0.0015 0.0 0.0 0.0
H 3.0572 1.5949 1.9748 0.0 0.0 0.0
H 2.0482 2.2955 4.1183 0.0 0.0 0.0
H -0.3892 2.6266 4.3067 0.0 0.0 0.0
H -1.8506 2.2280 2.3661 0.0 0.0 0.0
C -2.0631 -3.2385 -3.2808 0.0 0.1 0.0
O -2.7178 -1.9282 -3.3118 -0.1 0.3 0.1
C -2.5801 -0.9052 -2.5545 0.5 0.6 -0.2
O -3.1640 0.1361 -2.5449 0.0 -0.9 -0.1
H -2.8653 -3.9527 -3.4339 0.0 0.0 0.0
H -1.5663 -3.4017 -2.3289 0.0 0.0 0.0
H -1.3613 -3.2579 -4.1091 0.0 0.0 0.0
```
Forces are in eV/Å.

Atom charges from the Mulliken analysis, given in e for atoms 1 to 4: number 1, Pt, carries 0.819; number 2, C, carries -0.838; number 3, N, carries 0.108; number 4, C, carries -0.695

# 4
The following is a DFT calculation (ωB97M-V with the def2-TZVPD basis set) of 2 unconnected molecules or ions with the total composition C23H22NO.

The calculation puts the total energy at -1019.31448 a.u. The calculation puts the LUMO energy at -5.03 eV. Its charge is +1. The calculation puts the HOMO energy at -11.43 eV. For the frontier orbital gap, the calculation gives 6.4 eV.

Geometry as XYZ:
```
47
Properties=species:S:1:pos:R:3:forces:R:3
C 0.2871 2.5150 2.8783 -0.1 0.6 0.0
C -0.4022 1.1858 2.8449 0.1 0.0 -0.1
C -1.7960 1.1457 2.8344 0.0 -0.4 0.1
C -2.4716 -0.0729 2.8164 0.2 0.0 0.0
C -1.7545 -1.2676 2.8373 0.0 0.4 0.1
C -0.3602 -1.2582 2.8498 0.1 0.0 -0.1
C 0.3779 -2.5616 2.8869 -0.1 -0.6 0.0
C 0.3162 -0.0240 2.8057 -1.3 0.0 0.0
N 1.6994 -0.0042 2.6766 3.3 -0.1 -0.2
C 2.8813 -0.0188 2.5349 -3.4 0.2 0.3
H 1.3740 2.4345 2.8721 -0.1 0.0 0.0
H -0.0319 3.1330 2.0270 0.2 -0.2 0.1
H -0.0188 3.0847 3.7680 0.2 -0.3 -0.1
H -2.3562 2.0819 2.8366 0.2 -0.2 0.0
H -3.5592 -0.0910 2.7901 0.2 0.0 0.0
H -2.2821 -2.2224 2.8402 0.2 0.2 0.0
H 1.4613 -2.4413 2.8941 -0.1 0.0 0.0
H 0.0838 -3.1450 3.7717 0.1 0.3 -0.1
H 0.0928 -3.1878 2.0295 0.2 0.2 0.1
C 5.2474 -6.4754 0.6760 0.1 0.2 0.2
O 5.5541 -5.7418 1.8841 0.2 1.1 -0.3
C 5.6416 -4.3875 1.8668 -0.2 -0.4 -0.1
C 5.9293 -3.7706 3.1134 0.1 -0.4 -0.4
C 5.9436 -2.4044 3.2147 -0.5 0.3 0.0
C 5.6074 -1.5661 2.1027 -0.7 -0.6 0.1
C 5.4413 -0.1693 2.3371 1.6 -0.4 0.4
C 5.8549 0.9137 1.5124 0.0 1.2 -0.6
C 6.1224 2.1769 2.1399 -0.7 -0.4 -0.2
C 6.2241 3.3384 1.3908 0.3 0.0 -0.1
C 6.0741 3.2896 -0.0052 -0.3 -0.3 0.4
C 5.9202 2.0523 -0.6463 0.2 -0.1 0.0
C 5.9303 0.8664 0.0876 -0.4 0.3 0.3
C 5.3134 -2.2082 0.8734 0.3 0.1 0.1
C 5.4086 -3.5817 0.7244 -0.1 -0.3 0.2
H 5.2203 -7.5165 1.0025 0.0 0.2 -0.2
H 4.2710 -6.1781 0.2684 0.2 0.0 0.2
H 6.0321 -6.3367 -0.0810 -0.2 0.0 0.2
H 6.1217 -4.4196 3.9668 0.0 0.2 -0.2
H 6.1900 -1.9438 4.1737 -0.1 -0.1 -0.3
H 5.2502 0.1064 3.3775 0.4 -0.1 -0.2
H 6.2231 2.2121 3.2292 -0.2 0.0 -0.4
H 6.3977 4.2964 1.8878 0.0 -0.4 -0.2
H 6.0484 4.2165 -0.5808 0.1 -0.3 0.1
H 5.7861 2.0207 -1.7320 0.3 0.0 0.4
H 5.9516 -0.0938 -0.4262 -0.2 0.4 0.1
H 4.9407 -1.6048 0.0482 0.1 -0.3 0.1
H 5.2536 -4.0444 -0.2539 -0.2 0.2 0.4
```
Forces are in eV/Å.

Atom charges from the Mulliken analysis, given in e for atoms 1 to 4: number 1, C, carries -1.383; number 2, C, carries 0.850; number 3, C, carries -0.700; number 4, C, carries -0.560

Relative energy (zero: lowest compared OMol25 entry of this formula, charge and spin), respectively: 253.56 13.21 165.51 154.83 kJ/mol.